Record 1
C31H58BN3O9PtS4 as an isolated structure in a non-equilibrium geometry, computed with the ωB97M-V functional and the def2-TZVPD basis.

```
107
Properties=species:S:1:pos:R:3:lowdin_charge:R:1
Pt -0.06598 26.33335 12.55479 1.19
S -2.04411 24.44696 10.27811 0.76
S 1.70670 27.01910 15.67824 0.75
S 8.45695 25.58836 10.95325 0.79
S -1.29644 23.90096 15.05477 0.78
O -1.52491 25.63754 10.97637 -0.44
O 1.15100 28.10323 16.44080 -0.31
O 8.16137 26.23980 12.26703 -0.37
O 1.00431 26.70772 14.40889 -0.47
O -0.23315 23.41657 15.87281 -0.35
O -3.00563 23.55129 10.89932 -0.34
O 1.37632 24.76566 11.95145 -0.34
O -1.03966 24.78315 13.89653 -0.43
O 9.79935 25.21718 10.37914 -0.39
N -0.14736 20.80418 16.62578 -0.01
N 1.37499 27.74369 8.45586 0.05
N 0.00209 17.69160 9.20350 0.01
C 6.73257 25.49065 8.81881 -0.18
C 1.90976 18.53047 9.97480 -0.16
C 3.46125 27.54685 15.41883 -0.18
C 3.19406 23.37791 11.00371 -0.09
C -1.60264 24.72693 7.67189 -0.24
C 1.06313 17.39714 10.00835 -0.12
C 7.44211 24.06720 10.84184 -0.22
C 3.56132 25.77166 17.10182 -0.21
C 7.60089 26.55193 9.54480 -0.19
C 1.82550 26.29789 6.86274 -0.15
C 1.44025 27.46907 6.22483 -0.11
C -0.92557 19.75175 17.10486 -0.14
C -2.43959 24.64832 16.32812 -0.21
C 2.47929 23.96718 12.23405 -0.53
C -3.73378 23.93735 16.24031 -0.24
C -2.77196 24.88063 8.61321 -0.19
C 2.01642 22.74104 13.15370 -0.06
C -0.55133 23.53499 9.66124 -0.15
C -0.84674 23.45407 8.07335 -0.19
C 0.74810 20.31053 15.70804 -0.15
C 0.54072 18.96591 15.49566 -0.08
C -0.62501 18.62410 16.33602 -0.10
C 1.51358 19.44322 9.09013 -0.11
C 2.11226 25.51230 16.61336 -0.19
C -2.52403 22.51445 14.61187 -0.13
C 4.42774 26.54154 16.07795 -0.20
C 1.84593 26.51230 8.18713 -0.18
C -3.41513 22.48770 15.89076 -0.20
C 6.29276 24.58481 10.02003 -0.27
C 1.03254 28.22405 7.25382 -0.18
C 0.30670 18.86493 8.56433 -0.13
B 0.45843 28.05975 11.20038 -0.47
H -2.34016 25.73241 16.27359 0.11
H 7.16979 24.88617 8.02411 0.11
H -1.86147 24.66302 6.61500 0.12
H -4.35502 21.93693 15.85361 0.12
H -0.44251 19.31100 7.92707 0.09
H 3.34059 24.49203 12.64734 0.11
H 2.81953 22.12144 13.55271 0.06
H 6.95522 27.32422 9.96286 0.09
H 0.73918 28.15637 12.23772 -0.06
H -3.10857 25.91004 8.73611 0.10
H 0.29286 24.22038 9.73658 0.07
H 1.88585 20.45693 9.10406 0.09
H 4.94137 25.89482 15.36660 0.11
H 1.13971 16.47431 10.56415 0.10
H 2.17094 25.29852 6.64290 0.09
H 2.68803 22.72326 10.29415 0.06
H -0.94690 25.58587 7.81446 0.11
H -3.09566 22.80119 13.72920 0.09
H 3.61725 28.55860 15.79317 0.11
H 1.23255 28.10054 9.38992 0.04
H -4.41830 24.38512 15.51988 0.12
H 5.73544 25.27043 10.65833 0.11
H -1.50069 22.61867 7.82321 0.10
H 4.07371 22.81698 11.31940 0.07
H 3.66720 26.36871 18.00759 0.12
H 0.04145 23.35035 7.45009 0.11
H 8.23512 27.17094 8.91023 0.10
H 0.73527 28.96520 10.68291 0.00
H -0.81120 17.09279 9.21275 0.15
H 1.33416 27.72866 5.18188 0.09
H 5.63477 23.76980 9.71854 0.10
H -0.50396 22.60041 10.22018 0.10
H 3.61171 27.45216 14.34343 0.10
H -2.02736 24.50227 17.32654 0.11
H 3.50102 24.16215 10.31173 0.05
H -0.22828 21.80295 16.75235 0.08
H -1.07775 17.64609 16.40623 0.08
H 1.39012 21.08624 15.31755 0.09
H -3.60165 24.20501 8.40520 0.10
H 4.04187 24.79581 17.17167 0.11
H -1.90417 21.69671 14.24422 0.10
H -0.61110 27.91713 11.20448 -0.04
H 1.51173 23.18380 14.01239 0.02
H 7.35025 23.60482 11.82463 0.11
H 5.16319 27.05673 16.69584 0.11
H 0.51501 29.17193 7.24454 0.12
H -2.80996 22.04614 16.68253 0.09
H 5.84110 25.92300 8.36444 0.11
H 1.38127 25.27307 17.38571 0.11
H 2.08965 24.77683 15.80921 0.09
H -1.74810 20.00855 17.75594 0.09
H 2.20087 25.83555 8.95030 0.10
H 7.92468 23.36022 10.16701 0.10
H 0.95410 27.19582 10.78546 -0.04
H 2.80391 18.77894 10.52720 0.09
H -4.32015 23.93625 17.15915 0.12
H 0.97695 18.24018 14.82527 0.08
H 1.32867 22.05707 12.65643 0.07
```

Calculated values
multiplicity: 3
HOMO-LUMO gap (spin up / spin down): 7.8 / 7.2 eV
relative energy (zero: lowest compared OMol25 entry of this formula, charge and spin): 336.0 kJ/mol
E_tot: -3793.8839 hartree



Record 2
C31H58Cl3N14O2SV as an isolated structure in a non-equilibrium geometry, computed with the ωB97M-V functional and the def2-TZVPD basis.

```
110
Properties=species:S:1:pos:R:3:lowdin_charge:R:1
V -1.33131 -0.22560 -0.23258 0.88
Cl -2.72174 -2.10117 -3.89825 0.65
Cl -3.97776 -4.32113 -2.54291 0.64
Cl -1.16611 -4.44144 -3.24968 0.67
S 0.01869 -1.33319 4.07157 0.69
O -1.66277 -3.60816 -0.48225 -0.02
O -2.51034 -1.62825 -1.08193 -0.16
N -1.03255 -1.94059 1.66577 0.00
N -2.52686 1.31318 -0.86605 0.00
N 4.30867 0.94336 2.74115 -0.15
N -4.64403 0.35272 -1.00668 -0.14
N -1.67837 -0.69199 1.59800 -0.08
N 1.83956 -2.95001 -1.75603 -0.13
N -4.08580 2.02325 -2.49370 -0.14
N 1.85493 -1.67700 -3.71096 -0.18
N 0.27614 1.28110 -0.65484 -0.21
N 4.32286 -1.42396 2.46406 -0.19
N 0.05379 -3.61150 2.73330 0.12
N 0.28896 -1.23147 -1.99937 0.09
N 2.50717 -0.24337 1.70582 0.11
N -2.20215 1.94498 2.18848 0.12
C 3.28900 -1.77992 -3.89678 -0.07
C -3.22619 2.21864 -3.64539 -0.04
C -1.80478 2.58873 -0.98825 -0.18
C 1.28051 -1.93474 -2.46257 -0.38
C -3.49735 1.29800 4.08756 0.01
C -0.33303 -2.31904 2.78148 -0.88
C -2.73585 0.99275 2.95874 -0.24
C -3.71952 2.62569 4.41044 -0.04
C 1.06149 -1.84772 -4.91392 -0.07
C 1.58577 1.25498 0.06213 -0.16
C -2.44101 -0.41360 2.63523 -0.30
C -2.42567 3.21103 2.50768 -0.12
C 0.54892 1.20489 -2.12124 -0.14
C -3.12758 -1.47367 3.44170 -0.05
C 3.63590 -0.18924 2.30357 -0.38
C 1.50356 -3.17352 -0.37010 -0.06
C -3.71473 1.23779 -1.43324 -0.37
C 5.10901 0.91043 3.95118 -0.05
C -4.75703 -0.05641 0.37290 -0.03
C 4.38795 2.17111 1.97833 -0.06
C -2.15829 -2.82715 -1.28658 -0.78
C -2.47516 -3.39006 -2.70495 -1.47
C -5.45001 2.49577 -2.65020 -0.05
C -0.43858 2.52552 -0.31124 -0.18
C 1.61342 0.89231 1.55801 -0.21
C 4.09343 -2.23070 3.64526 -0.08
C -5.48581 -0.37548 -1.93924 -0.04
C -0.08033 -0.03295 -2.74404 -0.24
C -3.17882 3.61056 3.60345 -0.04
C 5.68390 -1.45236 1.96772 -0.08
C 2.31951 -4.14393 -2.43293 -0.06
H -1.28745 -2.63491 0.94429 0.09
H 4.03809 2.00488 0.96347 0.08
H -1.97033 3.95563 1.86132 0.11
H 6.13714 0.57784 3.78414 0.08
H 5.96501 -2.49005 1.77783 0.09
H -2.36327 1.55893 -3.58474 0.08
H 3.57778 -2.67730 -4.45559 0.08
H 1.35033 -2.23876 0.14964 0.06
H 1.87945 1.75672 2.16817 0.10
H 3.33334 -4.39069 -2.11125 0.10
H 2.05080 2.23485 -0.10952 0.12
H 4.64980 0.27614 4.70669 0.09
H 2.19698 0.50690 -0.44018 0.11
H 0.00345 -1.87562 -4.66776 0.04
H -3.32122 4.65999 3.81819 0.11
H 1.62742 1.16884 -2.27960 0.13
H 4.85956 -2.07258 4.41610 0.08
H 2.31112 -4.01374 -3.51035 0.07
H -5.80798 -0.01063 0.67114 0.10
H -2.88552 3.25322 -3.74369 0.10
H -1.17352 0.04682 -2.70751 0.06
H 3.11935 -2.00019 4.06756 0.06
H 0.71175 -3.91937 3.42787 0.10
H -5.35074 -1.44556 -1.76803 0.08
H 1.66566 -4.98612 -2.19027 0.08
H -2.38721 3.39960 -0.54080 0.13
H 0.18200 -0.04953 -3.80264 0.10
H -5.18999 -0.16212 -2.96226 0.08
H -4.19755 -1.25045 3.45595 0.10
H 0.18508 2.10537 -2.62039 0.12
H 3.81541 2.99196 2.42200 0.09
H 4.10781 -3.29337 3.38289 0.08
H 5.74468 -0.91385 1.02192 0.09
H 6.42817 -1.03442 2.65681 0.07
H -5.98278 1.95907 -3.44051 0.09
H -5.99246 2.37768 -1.71600 0.10
H -3.89872 0.51579 4.71332 0.11
H -2.99269 -2.45464 2.99652 0.09
H -4.30158 2.88326 5.28496 0.12
H 1.31574 -2.78592 -5.42219 0.09
H -2.77094 -1.51417 4.46878 0.07
H 1.23871 -1.02779 -5.61576 0.10
H 0.14624 3.40120 -0.62439 0.14
H -4.39389 -1.07686 0.51765 0.09
H -5.43353 3.55594 -2.90933 0.10
H -0.05461 -4.16095 1.89559 0.10
H -1.64728 2.86409 -2.03175 0.08
H -6.54218 -0.12786 -1.80676 0.10
H 3.78819 -1.79953 -2.93030 0.10
H 5.43329 2.48745 1.91418 0.09
H 5.15022 1.91988 4.36072 0.09
H -0.54675 2.53646 0.77026 0.08
H 3.64745 -0.91208 -4.45598 0.09
H 0.60948 -3.79898 -0.30296 0.07
H -3.78176 1.95795 -4.54995 0.10
H 2.34071 -3.67862 0.11403 0.10
H 0.61884 0.58461 1.89500 0.07
H -4.18639 0.62689 0.98987 0.07
```

Calculated values
multiplicity: 4
HOMO-LUMO gap (spin up / spin down): 6.6 / 7.1 eV
relative energy (zero: lowest compared OMol25 entry of this formula, charge and spin): 151.2 kJ/mol
E_tot: -4855.6936 hartree
net charge: +1



Among the records above, which one has the lowest relative energy (zero: lowest compared OMol25 entry of this formula, charge and spin)? C31H58Cl3N14O2SV



Among the records above, which one has the highest E_tot? C31H58BN3O9PtS4



Number 1 is which compound? C31H58BN3O9PtS4